A structure of composition C29H35F5NO4PS3SiTeW at a distorted geometry, computed with ωB97M-V/def2-TZVPD.

Last column: Löwdin spin population.
Geometry (Å):
W 2.62271 0.16395 0.42844  0.8057
C -3.68907 -3.93751 -3.85471  0.0004
C -3.11274 -2.86010 -4.71040  0.0008
O -1.73516 -3.08638 -5.02586  0.0010
P -1.20923 -4.23008 -5.97051  -0.0004
S -2.05220 -4.57633 -7.74760  0.4256
S 0.45688 -3.55635 -6.91877  0.5684
O -1.11654 -5.52922 -5.04019  -0.0001
C -0.37242 -5.50802 -3.82275  0.0013
C -0.62313 -6.78828 -3.04467  0.0000
H -4.77395 -3.81669 -3.93841  0.0000
H -3.30443 -3.79135 -2.83634  0.0000
H -3.42399 -4.94669 -4.09275  0.0003
H -3.05337 -1.89424 -4.26597  -0.0001
H -3.50861 -2.79341 -5.72827  0.0018
H -0.64133 -4.64168 -3.22781  0.0000
H 0.67806 -5.55044 -4.02494  0.0012
H -1.67479 -6.87930 -2.85247  0.0000
H -0.07893 -6.80059 -2.08952  0.0000
H -0.33964 -7.71381 -3.59053  0.0000
S 3.60360 4.71601 1.33651  0.0182
C 4.14316 3.71376 2.68643  -0.0080
C 3.90757 2.40599 2.54297  0.0007
C 3.24795 2.08205 1.26078  -0.0151
C 3.10822 3.27914 0.56240  0.0271
C 2.53245 3.11868 -0.76177  0.0138
C 2.20988 4.14982 -1.59502  0.0015
C 1.75208 3.86840 -2.87775  0.0116
C 1.67138 2.56428 -3.40199  0.0026
C 1.98487 1.54591 -2.43677  0.0102
N 2.32374 1.84614 -1.20262  0.0051
H 4.67432 4.16559 3.52641  -0.0007
H 4.24509 1.63976 3.21292  0.0002
H 2.28292 5.18214 -1.38665  0.0000
H 1.50391 4.72082 -3.50490  0.0006
H 1.61397 2.39073 -4.44361  -0.0001
H 2.09168 0.53498 -2.68942  0.0005
C 0.73659 1.16174 4.90139  0.0000
C -0.39718 0.52036 4.10367  -0.0002
C -1.68539 0.69637 4.91342  -0.0001
C -0.04227 -0.97707 4.11246  0.0009
Si -0.30774 0.92838 2.19003  0.0080
O 0.94984 0.28734 1.57781  0.0554
C -1.89649 0.16949 1.38156  -0.0003
C -3.17657 0.39473 1.90040  0.0000
C -4.31550 -0.30038 1.44633  0.0000
C -4.17285 -1.36581 0.56308  0.0001
C -2.92836 -1.53498 -0.06030  0.0000
C -1.79849 -0.85092 0.40782  0.0002
C -0.39074 2.76180 1.92704  0.0012
C -0.49784 3.30053 0.64603  0.0002
C -0.60434 4.71613 0.50896  0.0000
C -0.53438 5.61824 1.61513  0.0002
C -0.48168 5.07114 2.87493  0.0001
C -0.41545 3.66401 3.02805  0.0002
H 1.68287 1.22119 4.32672  0.0001
H 0.86430 0.52766 5.79395  0.0000
H 0.56255 2.15660 5.19238  0.0000
H -1.37125 0.71524 5.96211  0.0000
H -2.45176 -0.03816 4.77716  0.0000
H -2.06275 1.68736 4.75155  0.0000
H -0.00404 -1.21376 5.16409  0.0001
H 0.92435 -1.18228 3.67478  0.0006
H -0.83997 -1.61605 3.68252  0.0000
H -3.36719 1.22854 2.58406  0.0000
H -5.32208 0.00959 1.73527  0.0000
H -5.09426 -1.94222 0.26014  0.0000
H -2.90037 -2.24948 -0.91668  0.0000
H -0.83339 -1.05757 -0.03920  0.0001
H -0.57959 2.63380 -0.21855  0.0000
H -0.70949 5.17749 -0.48617  0.0000
H -0.59116 6.71399 1.47334  0.0000
H -0.66914 5.66888 3.76546  0.0000
H -0.36268 3.20821 3.97902  0.0000
F 2.66529 -1.80741 0.75563  0.0480
Te 5.01006 -1.94410 -0.40048  0.6265
F 1.47041 -0.46166 -0.93454  0.0053
F 6.58019 -1.22749 -1.13639  0.0698
F 5.70772 -3.32225 -1.69420  0.1433
F 3.48766 -0.17616 2.11919  0.0029
O 4.21763 -0.15874 -0.68287  0.1633

Properties
HOMO energy (alpha / beta)   -4.50 / -5.94 eV
<S²>   3.767
Charge   -1
Energy above the lowest of the compared OMol25 structures with the same formula, charge and spin   0.0 kJ/mol
E_LUMO (alpha / beta)   2.11 / -0.22 eV
Gap between HOMO and LUMO (alpha / beta)   0.2429 / 0.2101 hartree
Spin multiplicity   4

***

A structure of composition C29H35FeN5O2SeSi2, computed with ωB97M-V/def2-TZVPD.

Last column: Löwdin spin population.
Geometry (Å):
Fe 0.71674 0.94281 -0.04758  3.8312
N 1.20014 4.86430 -1.37062  0.0029
C 2.36723 4.47186 -1.99506  0.0013
C 2.40421 3.11961 -1.87330  0.0039
N 1.27488 2.69769 -1.20303  0.0328
C 0.58475 3.76432 -0.91252  0.0066
C -0.63510 3.64516 -0.12461  0.0063
N -0.89625 2.52383 0.48624  0.0493
C -2.11445 2.69109 1.10166  0.0045
C -2.57613 3.94703 0.84836  0.0011
N -1.61715 4.54402 0.06133  0.0031
H 0.88707 5.81432 -1.26820  0.0003
H 3.04218 5.17417 -2.45806  0.0003
H 3.13557 2.41909 -2.24890  0.0003
H -2.57605 1.90284 1.67832  0.0002
H -3.47829 4.45858 1.14656  0.0003
H -1.68390 5.46671 -0.33368  0.0005
C 4.67174 -2.77008 -0.55162  0.0173
Si 2.83894 -2.94137 -0.33103  0.0576
C 2.04722 -3.99978 -1.60391  0.0078
C 2.41044 -3.40672 1.40013  0.0073
Se 1.96687 -0.83971 -0.71186  0.3384
H 5.06450 -3.59283 -1.16080  0.0018
H 5.17822 -2.79087 0.41682  0.0005
H 4.91320 -1.83268 -1.05765  0.0037
H 2.52752 -4.98594 -1.65290  0.0010
H 2.12376 -3.52475 -2.58499  0.0008
H 0.98711 -4.13350 -1.36527  0.0007
H 3.10692 -4.17045 1.77300  0.0010
H 1.39686 -3.80981 1.45411  0.0001
H 2.47227 -2.53363 2.05290  0.0006
C -4.20631 1.98339 -2.95448  0.0008
C -4.78943 1.14242 -2.01514  0.0030
C -3.98788 0.35120 -1.19913  0.0114
C -2.58996 0.38785 -1.30076  0.0619
C -2.02705 1.23292 -2.26282  0.0159
C -2.82280 2.02594 -3.08226  0.0003
Si -1.49603 -0.66050 -0.19519  0.3058
C -1.51112 -2.41615 -0.76661  0.0264
C -1.24612 -3.45106 0.13384  0.0122
C -1.24916 -4.77680 -0.28378  -0.0011
C -1.51719 -5.08497 -1.61244  0.0137
C -1.77737 -4.06638 -2.52133  -0.0014
C -1.77436 -2.74049 -2.09976  0.0126
C -1.98524 -0.63208 1.61571  0.0540
C -3.23942 -1.10630 2.02930  0.0097
C -3.61379 -1.08682 3.36801  0.0026
C -2.73075 -0.60828 4.32800  -0.0006
C -1.47329 -0.15888 3.94826  0.0006
C -1.11021 -0.17427 2.60584  0.0145
H -4.82908 2.59719 -3.59363  0.0000
H -5.86881 1.09429 -1.92574  0.0004
H -4.46375 -0.29788 -0.46907  0.0011
H -0.94832 1.26737 -2.38437  0.0079
H -2.36552 2.66715 -3.83003  0.0000
H -1.04711 -3.21711 1.17587  0.0006
H -1.04827 -5.57174 0.42683  -0.0003
H -1.53048 -6.12034 -1.93654  0.0009
H -1.98895 -4.30492 -3.55692  -0.0004
H -1.97861 -1.94967 -2.81839  0.0005
H -3.93462 -1.50759 1.29884  0.0009
H -4.59113 -1.45433 3.66306  0.0004
H -3.01919 -0.59499 5.37134  0.0000
H -0.77289 0.19611 4.69555  0.0000
H -0.11899 0.17384 2.34673  0.0075
N 5.40479 2.16261 1.57503  0.0004
C 4.19753 1.37536 1.32599  0.0023
C 2.97826 2.12011 1.82456  0.0065
O 3.22610 3.17353 2.56480  0.0038
O 1.82834 1.78535 1.61128  0.0372
H 6.22241 1.58191 1.69136  0.0000
H 4.20775 3.21443 2.63195  0.0002
H 5.59126 2.80045 0.81207  0.0000
H 4.23156 0.45155 1.90321  0.0008
H 4.02417 1.08128 0.29714  0.0034

Properties
HOMO energy (alpha / beta)   -8.70 / -10.45 eV
<S²>   8.767
Charge   +1
Energy above the lowest of the compared OMol25 structures with the same formula, charge and spin   57.4 kJ/mol
E_LUMO (alpha / beta)   -2.26 / -3.24 eV
Gap between HOMO and LUMO (alpha / beta)   0.2369 / 0.2647 hartree
Spin multiplicity   6

***

Question: What is the spin multiplicity in the first record?
Answer: 4

***

Question: Look up the spin multiplicity of the first one.
Answer: 4

***

Question: The highest spin multiplicity belongs to which entry?
Answer: C29H35FeN5O2SeSi2